*a*
Molecular formula: CH3NOP2S
Method: DFT, ωB97M-V/def2-TZVPD

## Properties
**Expectation value of S²**: 2.02

```
! RIJCOSX wB97M-V def2-TZVPD def2/J DEFGRID3
* xyz 0 3
C -0.640 -0.654 1.066
N 0.193 -1.518 0.579
O -0.077 1.246 -0.748
P -0.574 1.243 0.807
P 1.607 0.929 -1.001
S 1.454 -1.454 -0.363
H -1.510 -1.010 1.477
H -1.939 1.021 0.480
H 1.486 0.197 -2.298
*
```


*b*
Molecular formula: CH3NOP2S
Method: DFT, ωB97M-V/def2-TZVPD

## Properties
**Expectation value of S²**: 2.03

```
! RIJCOSX wB97M-V def2-TZVPD def2/J DEFGRID3
* xyz 0 3
C -1.927 -0.758 0.125
N -0.849 -0.098 0.512
O 1.316 1.219 0.698
P 0.098 0.504 1.598
P 2.421 0.816 -0.451
S -3.409 -0.142 -0.198
H -1.582 -1.662 -0.416
H 1.631 0.623 -1.571
H 2.301 -0.503 -0.296
*
```


Of them, *b* has the highest stability.